Formula: C3H2INO2
Source: the Open Molecules 2025 dataset
Level of theory: ωB97M-V/def2-TZVPD

## Properties
Energy above the lowest of the compared OMol25 structures with the same formula, charge and spin   24.5 kcal per mole
Kohn-Sham gap   0.313 hartree
Structure (SMILES)   O=C=CI.N=C=O
Charge   0
LUMO   -0.54 eV

Positions of all 9 atoms, in Å:
O (-1.702, 0.046, -1.624)
C (-1.506, -0.046, -0.490)
C (-1.033, 0.000, 0.732)
I (-1.760, 1.310, 2.229)
H (-0.962, -1.015, 1.030)
N (2.099, -0.615, -0.702)
C (1.549, 0.390, -0.311)
O (1.229, 1.514, -0.166)
H (2.086, -1.585, -0.698)

Mulliken atomic charge list, values in e, 2 entries: number 1, O, carries -0.3316; number 2, C, carries 0.8133